Entry from the OMol25 dataset: C55H61BClHfN10O3 as an isolated structure in a non-equilibrium geometry (ωB97M-V/def2-TZVPD).

For the energy above the lowest of the compared OMol25 structures with the same formula, charge and spin, the calculation gives 8.0 kcal/mol. The calculation puts the highest occupied orbital energy at -10.3932 eV. As for the total charge: +1. As for the electronic energy: -93579.885 eV. The value obtained for the maximum force is 1.3 eV/A.

Positions of all 132 atoms, in Å:
Hf (-0.40, 0.64, 0.30)
Cl (-0.70, 2.81, -6.78)
C (-0.79, 2.61, -5.06)
C (-2.02, 2.79, -4.41)
C (-2.12, 2.62, -3.04)
C (-1.00, 2.25, -2.30)
O (-1.07, 2.05, -1.00)
C (0.24, 2.10, -2.95)
C (1.43, 1.78, -2.21)
N (1.49, 1.42, -0.97)
C (2.78, 1.13, -0.44)
C (3.97, 1.10, -1.12)
C (5.19, 0.90, -0.45)
C (5.22, 0.77, 0.91)
C (4.02, 0.78, 1.65)
C (3.98, 0.75, 3.06)
C (2.79, 0.85, 3.70)
C (1.61, 0.87, 2.93)
N (1.59, 0.85, 1.62)
C (2.80, 0.90, 0.96)
C (0.33, 2.29, -4.34)
H (-2.89, 3.06, -4.99)
H (-3.07, 2.74, -2.53)
H (2.34, 1.87, -2.78)
H (4.00, 1.21, -2.19)
H (6.10, 0.87, -1.02)
H (6.16, 0.66, 1.44)
H (4.91, 0.69, 3.61)
H (2.71, 0.87, 4.78)
H (0.64, 0.88, 3.42)
H (1.29, 2.17, -4.84)
C (-5.64, 1.82, -0.01)
C (-4.49, 0.98, -0.47)
C (-4.45, 0.16, -1.57)
C (-3.20, -0.45, -1.57)
N (-2.51, -0.03, -0.49)
N (-3.31, 0.86, 0.17)
B (-3.00, 1.53, 1.55)
N (-2.42, 0.50, 2.52)
N (-1.20, -0.11, 2.36)
C (-1.10, -1.03, 3.34)
C (-2.25, -0.97, 4.13)
C (-3.07, -0.01, 3.58)
C (-4.43, 0.41, 4.02)
C (-0.06, -2.12, 3.61)
C (0.34, -2.03, 5.10)
C (1.25, -2.10, 2.81)
C (-0.76, -3.47, 3.39)
N (-2.09, 2.79, 1.53)
N (-0.71, 2.77, 1.50)
C (-0.33, 4.06, 1.67)
C (-1.46, 4.87, 1.80)
C (-2.55, 4.04, 1.72)
C (-3.98, 4.45, 1.83)
C (1.07, 4.64, 1.76)
C (1.02, 6.17, 1.70)
C (1.94, 4.17, 0.61)
C (1.70, 4.27, 3.11)
C (-2.75, -1.44, -2.63)
C (-3.82, -1.53, -3.72)
C (-2.63, -2.84, -2.00)
C (-1.46, -0.99, -3.31)
H (-6.48, 1.65, -0.69)
H (-5.96, 1.57, 1.00)
H (-5.40, 2.88, -0.04)
H (-5.25, 0.02, -2.28)
H (-4.04, 1.88, 1.97)
H (-2.48, -1.58, 4.99)
H (-4.71, -0.17, 4.90)
H (-4.46, 1.47, 4.28)
H (-5.17, 0.23, 3.24)
H (0.75, -1.05, 5.35)
H (-0.50, -2.22, 5.76)
H (1.10, -2.78, 5.31)
H (2.05, -1.59, 3.35)
H (1.59, -3.13, 2.67)
H (1.18, -1.65, 1.82)
H (-1.66, -3.55, 3.99)
H (-1.03, -3.59, 2.34)
H (-0.08, -4.27, 3.68)
H (-1.49, 5.93, 1.96)
H (-4.01, 5.46, 2.24)
H (-4.47, 4.48, 0.86)
H (-4.55, 3.81, 2.49)
H (0.55, 6.52, 0.78)
H (0.48, 6.60, 2.55)
H (2.03, 6.56, 1.73)
H (1.54, 4.52, -0.35)
H (2.96, 4.55, 0.72)
H (1.98, 3.09, 0.57)
H (1.13, 4.70, 3.93)
H (1.73, 3.19, 3.27)
H (2.72, 4.65, 3.16)
H (-4.77, -1.88, -3.34)
H (-3.97, -0.57, -4.22)
H (-3.48, -2.24, -4.48)
H (-3.61, -3.18, -1.67)
H (-2.26, -3.54, -2.75)
H (-1.97, -2.85, -1.14)
H (-1.63, -0.07, -3.87)
H (-0.66, -0.80, -2.60)
H (-1.12, -1.76, -4.00)
O (-0.76, -2.03, 0.64)
C (0.16, -2.17, -0.16)
N (0.78, -3.29, -0.56)
C (1.75, -3.02, -1.60)
C (1.61, -1.47, -1.69)
O (2.19, -0.81, -2.52)
N (0.70, -1.04, -0.74)
C (1.38, -3.63, -2.94)
C (0.29, -4.49, -3.07)
C (-0.02, -5.05, -4.30)
C (0.75, -4.75, -5.41)
C (1.84, -3.89, -5.29)
C (2.15, -3.34, -4.06)
C (3.14, -3.41, -1.12)
C (3.70, -4.63, -1.50)
C (4.91, -5.04, -0.96)
C (5.57, -4.24, -0.04)
C (5.02, -3.02, 0.34)
C (3.81, -2.61, -0.20)
H (0.54, -4.19, -0.19)
H (-0.34, -4.72, -2.22)
H (-0.87, -5.71, -4.39)
H (0.51, -5.18, -6.37)
H (2.44, -3.65, -6.15)
H (3.00, -2.68, -3.96)
H (3.20, -5.25, -2.23)
H (5.34, -5.98, -1.27)
H (6.51, -4.56, 0.38)
H (5.53, -2.39, 1.05)
H (3.39, -1.66, 0.10)

=====

Entry from the OMol25 dataset: C25H45BInN12O as an isolated structure in a non-equilibrium geometry (ωB97M-V/def2-TZVPD).

The calculation puts the highest occupied orbital energy at -3.3487 eV. As for the total charge: -1. As for the electronic energy: -52429.163 eV. The value obtained for the maximum force is 2.6 eV/A.

Positions of all 85 atoms, in Å:
C (-1.71, -5.24, -1.41)
B (-2.41, -4.50, -2.70)
O (-3.46, -3.51, -2.57)
In (-1.60, -5.09, -4.77)
C (0.67, -5.33, -4.47)
C (1.22, -3.86, -4.23)
N (1.32, -3.50, -2.77)
H (-2.24, -6.20, -1.12)
H (-1.67, -4.47, -0.57)
H (-0.63, -5.51, -1.66)
H (-3.00, -2.64, -2.70)
H (-1.77, -3.62, -5.83)
H (-2.37, -6.55, -5.45)
H (1.04, -5.81, -5.43)
H (0.90, -6.02, -3.60)
H (2.26, -3.78, -4.66)
H (0.51, -3.12, -4.73)
H (0.39, -3.56, -2.33)
H (1.54, -2.49, -2.79)
C (-2.67, -0.70, 0.06)
C (-2.26, -0.96, -1.35)
N (-1.95, -1.16, -2.45)
H (-3.75, -0.52, 0.11)
H (-2.43, -1.56, 0.68)
H (-2.15, 0.18, 0.44)
C (-3.81, 0.25, 4.15)
C (-2.57, 0.56, 3.39)
N (-1.60, 0.81, 2.80)
H (-3.56, -0.07, 5.16)
H (-4.44, 1.14, 4.20)
H (-4.36, -0.55, 3.65)
C (3.82, -0.94, -1.42)
C (5.22, -0.93, -0.90)
N (6.31, -0.92, -0.49)
H (3.44, -1.96, -1.42)
H (3.19, -0.32, -0.79)
H (3.81, -0.55, -2.44)
C (-4.75, -1.26, -5.49)
C (-4.34, -1.51, -6.91)
N (-4.03, -1.69, -8.01)
H (-5.82, -1.07, -5.44)
H (-4.51, -2.13, -4.87)
H (-4.21, -0.39, -5.10)
C (6.80, 1.16, 2.30)
C (6.01, 2.08, 3.17)
N (5.39, 2.79, 3.85)
H (7.85, 1.46, 2.31)
H (6.72, 0.14, 2.68)
H (6.43, 1.19, 1.28)
C (-6.43, 1.94, -0.26)
C (-5.40, 2.02, 0.81)
N (-4.60, 2.09, 1.66)
H (-6.01, 2.31, -1.20)
H (-6.73, 0.90, -0.40)
H (-7.30, 2.54, 0.00)
C (-8.51, -0.20, -4.74)
C (-7.62, 0.15, -3.60)
N (-6.93, 0.43, -2.71)
H (-9.51, -0.43, -4.37)
H (-8.57, 0.63, -5.44)
H (-8.12, -1.08, -5.26)
C (-4.04, 5.34, -2.32)
C (-5.50, 5.42, -2.02)
N (-6.64, 5.50, -1.78)
H (-3.70, 6.28, -2.76)
H (-3.48, 5.15, -1.41)
H (-3.86, 4.53, -3.03)
C (2.81, 3.51, 5.58)
C (2.02, 4.42, 6.45)
N (1.40, 5.14, 7.13)
H (3.85, 3.80, 5.58)
H (2.72, 2.48, 5.94)
H (2.43, 3.55, 4.55)
C (7.88, 4.15, 5.82)
C (9.21, 3.96, 6.47)
N (10.24, 3.81, 6.97)
H (7.33, 4.96, 6.32)
H (8.01, 4.41, 4.77)
H (7.29, 3.24, 5.89)
C (9.83, 0.27, 6.71)
C (8.85, 0.08, 5.60)
N (8.08, -0.06, 4.74)
H (9.30, 0.52, 7.63)
H (10.40, -0.65, 6.86)
H (10.51, 1.08, 6.46)

=====

Entry from the OMol25 dataset: a 2-piece molecular cluster, C2H8N2O3P overall in a non-equilibrium geometry (ωB97M-V/def2-TZVPD).

For the energy above the lowest of the compared OMol25 structures with the same formula, charge and spin, the calculation gives 45.6 kcal/mol. The calculation puts the highest occupied orbital energy at -4.0310 eV. As for the total charge: -1. As for the electronic energy: -20617.303 eV. The value obtained for the maximum force is 4.1 eV/A.

Positions of all 16 atoms, in Å:
C (0.34, 1.05, -1.05)
C (-0.63, 0.02, -1.63)
N (-0.61, -1.20, -1.68)
N (-0.44, 1.81, -0.06)
O (-0.33, 0.37, 2.19)
O (-0.67, -2.12, 1.63)
O (1.04, -1.55, 3.15)
P (0.48, -0.83, 1.74)
H (1.15, 0.63, -0.54)
H (0.51, 1.68, -1.86)
H (-1.52, 0.41, -2.16)
H (0.13, -1.69, -1.19)
H (-0.34, -2.94, 2.01)
H (0.28, -1.41, 3.73)
H (-1.43, 1.51, 0.03)
H (-0.08, 1.40, 0.82)

=====

Entry from the OMol25 dataset: a 3-piece molecular cluster, C16H33BClN4O7S overall in a non-equilibrium geometry (ωB97M-V/def2-TZVPD).

The calculation puts the highest occupied orbital energy at -12.0990 eV. As for the total charge: +1. As for the electronic energy: -61450.235 eV. The value obtained for the maximum force is 2.1 eV/A.

Positions of all 63 atoms, in Å:
C (-0.37, 2.95, 3.95)
C (0.04, 1.60, 4.61)
B (0.19, 0.51, 3.49)
O (-0.89, -0.22, 3.07)
N (1.52, 0.36, 2.88)
C (1.89, -0.73, 2.16)
N (1.21, -1.82, 1.91)
C (2.00, -2.59, 1.14)
N (3.14, -1.98, 0.92)
C (4.32, -2.36, 0.15)
C (4.35, -1.72, -1.25)
C (3.10, -0.89, -1.56)
C (3.41, 0.22, -2.56)
S (4.26, 1.53, -1.64)
O (4.59, 1.06, -0.31)
O (5.37, 1.97, -2.40)
Cl (2.89, 3.01, -1.38)
N (3.12, -0.80, 1.57)
H (0.15, 3.10, 3.01)
H (-0.18, 3.79, 4.62)
H (-1.43, 2.92, 3.74)
H (1.00, 1.68, 5.12)
H (-0.76, 1.27, 5.26)
H (-0.81, -1.16, 3.24)
H (2.19, 1.11, 2.94)
H (1.76, -3.56, 0.75)
H (4.32, -3.44, 0.06)
H (5.21, -2.11, 0.72)
H (5.23, -1.09, -1.31)
H (4.40, -2.50, -2.00)
H (2.34, -1.56, -1.94)
H (2.66, -0.39, -0.70)
H (2.47, 0.65, -2.88)
H (4.00, -0.11, -3.40)
H (3.89, -0.14, 1.52)
O (1.16, -3.27, -1.99)
C (0.03, -3.30, -2.44)
O (-0.99, -3.36, -1.59)
C (-2.36, -3.23, -1.98)
C (-2.94, -4.56, -2.45)
C (-0.22, -3.35, -3.92)
H (-2.48, -2.44, -2.73)
H (-2.89, -2.90, -1.09)
H (-2.42, -4.93, -3.33)
H (-3.99, -4.45, -2.69)
H (-2.83, -5.31, -1.66)
H (-0.12, -4.38, -4.26)
H (0.54, -2.75, -4.42)
H (-1.19, -2.97, -4.22)
O (-1.79, 3.94, 1.58)
C (-2.82, 4.00, 0.97)
O (-3.97, 3.98, 1.64)
C (-5.25, 4.21, 1.03)
C (-5.82, 2.95, 0.42)
C (-2.83, 4.01, -0.54)
H (-5.19, 5.03, 0.31)
H (-5.89, 4.55, 1.84)
H (-5.19, 2.57, -0.38)
H (-6.81, 3.14, 0.01)
H (-5.89, 2.17, 1.17)
H (-2.74, 2.98, -0.90)
H (-1.97, 4.58, -0.89)
H (-3.72, 4.47, -0.98)

=====

Entry from the OMol25 dataset: a 2-piece molecular cluster, C3H5IO overall in a non-equilibrium geometry (ωB97M-V/def2-TZVPD).

For the energy above the lowest of the compared OMol25 structures with the same formula, charge and spin, the calculation gives 56.5 kcal/mol. The calculation puts the highest occupied orbital energy (spin up / spin down) at -7.7406 / -7.7390 eV. As for the electronic energy: -13336.925 eV. The value obtained for the maximum force is 3.4 eV/A.

Positions of all 10 atoms, in Å:
C (-0.87, 0.67, -0.38)
C (-0.58, -0.56, -1.12)
C (1.06, 0.32, 1.00)
O (-1.63, 1.54, -0.21)
I (0.48, 0.23, 3.04)
H (-1.12, -1.37, -0.59)
H (-0.91, -0.51, -2.16)
H (0.47, -0.74, -0.99)
H (1.26, -0.62, 0.50)
H (1.84, 1.04, 0.92)

=====

Entry from the OMol25 dataset: C32H37IrN5OSSb as an isolated structure in a non-equilibrium geometry (ωB97M-V/def2-TZVPD).

For the energy above the lowest of the compared OMol25 structures with the same formula, charge and spin, the calculation gives 12.2 kcal/mol. The calculation puts the highest occupied orbital energy (spin up / spin down) at -7.9163 / -11.0060 eV. As for the total charge: +1. Its multiplicity is 6. As for the electronic energy: -63482.758 eV. The value obtained for the maximum force is 1.9 eV/A.

Positions of all 78 atoms, in Å:
Ir (0.39, -0.53, -0.20)
S (5.54, 5.25, -0.19)
N (5.77, 3.64, -0.27)
C (4.59, 3.04, -0.36)
C (4.36, 1.64, -0.45)
C (5.36, 0.69, -0.45)
C (5.03, -0.66, -0.54)
C (3.69, -1.01, -0.60)
N (2.70, -0.13, -0.56)
C (2.99, 1.21, -0.52)
C (1.92, 2.12, -0.52)
N (0.63, 1.63, -0.60)
C (-0.37, 2.51, -0.56)
C (-0.21, 3.87, -0.46)
C (1.08, 4.40, -0.39)
C (2.15, 3.53, -0.42)
C (3.51, 3.97, -0.34)
N (3.92, 5.23, -0.24)
H (6.39, 1.01, -0.37)
H (5.79, -1.42, -0.57)
H (3.40, -2.05, -0.66)
H (-1.37, 2.09, -0.62)
H (-1.08, 4.51, -0.45)
H (1.26, 5.46, -0.32)
C (-5.32, 0.42, 1.35)
C (-4.92, 0.26, -0.11)
C (-5.26, 1.49, -0.91)
Sb (-2.74, -0.32, -0.25)
C (-2.70, -0.48, -2.50)
C (-1.64, -1.47, -2.92)
C (-2.39, 0.88, -3.10)
C (-3.14, -2.27, 0.81)
C (-2.66, -3.50, 0.07)
C (-2.47, -2.14, 2.16)
H (-6.39, 0.63, 1.41)
H (-4.79, 1.25, 1.81)
H (-5.13, -0.49, 1.92)
H (-5.43, -0.61, -0.54)
H (-4.70, 2.36, -0.56)
H (-6.32, 1.72, -0.80)
H (-5.07, 1.35, -1.97)
H (-3.70, -0.82, -2.77)
H (-0.67, -1.14, -2.52)
H (-1.57, -1.50, -4.01)
H (-1.84, -2.48, -2.56)
H (-1.36, 1.17, -2.87)
H (-3.06, 1.66, -2.74)
H (-2.48, 0.82, -4.18)
H (-4.23, -2.30, 0.91)
H (-1.60, -3.43, -0.13)
H (-3.20, -3.64, -0.87)
H (-2.83, -4.39, 0.68)
H (-1.39, -2.00, 2.04)
H (-2.63, -3.04, 2.76)
H (-2.86, -1.29, 2.72)
C (0.87, -5.39, -0.25)
C (0.81, -4.77, -1.48)
C (0.78, -3.38, -1.56)
C (0.75, -2.60, -0.41)
C (0.87, -3.24, 0.83)
C (0.93, -4.63, 0.91)
H (0.90, -6.47, -0.19)
H (0.78, -5.36, -2.38)
H (0.78, -2.93, -2.54)
H (0.91, -2.68, 1.75)
H (1.01, -5.10, 1.87)
O (0.38, -0.02, 2.00)
N (1.32, 0.80, 2.36)
C (2.59, 0.35, 2.52)
C (3.62, 1.22, 2.79)
C (3.36, 2.58, 2.92)
C (2.04, 3.01, 2.84)
C (1.04, 2.11, 2.56)
H (2.73, -0.71, 2.39)
H (4.62, 0.83, 2.89)
H (4.16, 3.28, 3.09)
H (1.79, 4.04, 2.99)
H (0.00, 2.38, 2.46)

=====

Entry from the OMol25 dataset: C4H7N3O as an isolated structure in a non-equilibrium geometry (ωB97M-V/def2-TZVPD).

For the energy above the lowest of the compared OMol25 structures with the same formula, charge and spin, the calculation gives 113.7 kcal/mol. The calculation puts the highest occupied orbital energy at -9.8549 eV. As for the electronic energy: -10774.817 eV. The value obtained for the maximum force is 8.4 eV/A.

Positions of all 15 atoms, in Å:
C (2.53, -0.37, 0.80)
C (1.62, 0.06, -0.20)
C (-0.41, -0.85, -0.57)
C (-2.16, 0.48, 0.44)
H (3.46, -0.95, 0.38)
H (1.88, -1.15, 1.49)
H (2.93, 0.46, 1.80)
H (0.80, 1.78, -1.11)
H (-1.18, -1.44, -0.95)
H (-0.35, 1.49, -0.19)
H (-2.23, 1.49, 1.14)
N (1.54, 1.27, -0.39)
N (0.78, -1.01, -0.48)
N (-0.93, 0.51, -0.26)
O (-3.07, -0.37, 0.32)

=====

Entry from the OMol25 dataset: C38H39BrIrN7O5S2Si as an isolated structure in a non-equilibrium geometry (ωB97M-V/def2-TZVPD).

For the energy above the lowest of the compared OMol25 structures with the same formula, charge and spin, the calculation gives 60.8 kcal/mol. The calculation puts the highest occupied orbital energy at -7.2999 eV. As for the electronic energy: -163137.941 eV. The value obtained for the maximum force is 1.6 eV/A.

Positions of all 94 atoms, in Å:
Ir (-0.29, -0.38, -0.01)
C (-3.45, -5.42, -2.95)
Si (-1.82, -4.58, -3.31)
C (-0.44, -5.43, -2.38)
C (-1.46, -4.66, -5.15)
C (-2.02, -2.75, -2.87)
C (-2.88, -1.98, -3.65)
C (-3.09, -0.63, -3.41)
C (-2.44, -0.04, -2.34)
N (-1.64, -0.76, -1.56)
C (-1.41, -2.07, -1.82)
S (-0.19, -2.57, -0.66)
H (-3.44, -6.45, -3.32)
H (-4.28, -4.90, -3.42)
H (-3.64, -5.45, -1.87)
H (-0.59, -6.51, -2.47)
H (-0.43, -5.19, -1.31)
H (0.54, -5.19, -2.79)
H (-1.23, -5.69, -5.44)
H (-0.60, -4.04, -5.41)
H (-2.31, -4.33, -5.75)
H (-3.39, -2.44, -4.49)
H (-3.74, -0.04, -4.04)
H (-2.51, 1.01, -2.10)
Br (3.65, 5.92, -1.86)
C (3.54, 5.51, -0.01)
C (3.00, 6.44, 0.86)
C (2.92, 6.13, 2.21)
C (3.33, 4.89, 2.67)
C (3.90, 3.98, 1.79)
C (4.01, 4.29, 0.44)
N (3.24, 4.69, 4.09)
N (2.87, 3.62, 4.60)
C (2.34, 2.56, 3.80)
C (2.88, 1.31, 3.97)
C (2.51, 0.22, 3.16)
C (1.56, 0.38, 2.17)
O (1.21, -0.59, 1.35)
C (0.89, 1.64, 2.08)
N (-0.12, 1.71, 1.18)
C (-0.80, 2.82, 1.05)
C (-0.54, 3.95, 1.85)
C (0.48, 3.90, 2.77)
C (1.26, 2.73, 2.89)
H (2.65, 7.40, 0.49)
H (2.53, 6.85, 2.92)
H (4.25, 3.02, 2.13)
H (4.44, 3.57, -0.25)
H (3.65, 1.18, 4.72)
H (2.97, -0.74, 3.29)
H (-1.56, 2.84, 0.29)
H (-1.14, 4.84, 1.73)
H (0.69, 4.76, 3.40)
C (3.09, -4.91, 1.73)
C (3.47, -3.69, 0.93)
C (3.14, -3.58, -0.42)
C (3.46, -2.44, -1.14)
C (4.10, -1.39, -0.51)
C (4.43, -1.47, 0.84)
C (4.13, -2.62, 1.54)
S (4.60, 0.05, -1.41)
O (4.57, 1.15, -0.49)
O (5.79, -0.28, -2.13)
N (3.47, 0.31, -2.56)
C (2.07, 0.64, -2.25)
C (1.86, 2.11, -1.92)
C (0.39, 2.52, -1.91)
O (0.08, 3.64, -2.29)
O (-0.43, 1.64, -1.45)
H (2.70, -5.70, 1.08)
H (2.32, -4.66, 2.46)
H (3.95, -5.31, 2.27)
H (2.62, -4.40, -0.91)
H (3.19, -2.38, -2.18)
H (4.92, -0.64, 1.32)
H (4.40, -2.70, 2.59)
H (3.63, -0.30, -3.35)
H (1.70, -0.03, -1.45)
H (1.50, 0.39, -3.15)
H (2.39, 2.72, -2.66)
H (2.30, 2.34, -0.94)
N (-4.40, -2.29, 4.13)
C (-3.49, -1.85, 3.22)
C (-2.12, -2.09, 3.39)
C (-1.23, -1.62, 2.47)
N (-1.60, -0.90, 1.39)
C (-2.92, -0.67, 1.22)
C (-3.87, -1.11, 2.10)
H (-4.13, -2.94, 4.84)
H (-5.38, -2.24, 3.91)
H (-1.76, -2.65, 4.24)
H (-0.16, -1.79, 2.55)
H (-3.18, -0.08, 0.36)
H (-4.91, -0.88, 1.91)